# 1
126
Properties=species:S:1:pos:R:3:forces:R:3:lowdin_charge:R:1 method="wB97M-V/def2-TZVPD" homo_lumo_gap_ev=8.423 smiles="CCCN[C@@]1(CC(=O)Br)[C@@H]([C@H](I)CC)[C@@](B(O)OC)(B(O)N(C)C)[C@](OC#N)(P(O)(O)=S)OS1(=O)=O.CNC(C)=O.CNC(C)=O.CNC(C)=O.CNC(C)=O.CNC(C)=O"
C -2.981 1.497 4.068 0.147 -0.710 -0.223 -0.095
C -2.434 1.388 2.632 -0.196 -0.105 0.986 -0.214
C -1.077 0.705 2.682 0.560 0.919 0.594 -0.225
N -0.255 0.912 1.500 -0.664 -0.519 -0.751 -0.044
C 0.639 -0.132 1.093 -0.073 0.163 0.007 -0.408
C 1.497 -0.573 2.299 0.528 -0.786 -0.095 -0.160
C 2.072 0.544 3.105 -0.068 0.221 0.209 -0.784
O 2.392 1.614 2.746 -0.082 0.214 -0.078 0.092
Br 2.347 0.041 4.996 0.025 -0.125 0.006 0.679
C -0.065 -1.373 0.443 0.026 -0.249 -0.098 -0.184
C -1.450 -1.152 -0.234 -0.399 0.376 -0.169 -0.562
I -1.761 0.693 -1.369 -0.011 -0.005 0.229 1.023
C -2.644 -1.517 0.667 -0.197 -0.106 -0.228 -0.283
C -4.014 -1.039 0.204 0.042 -0.145 -0.032 -0.156
C 0.886 -2.274 -0.439 0.087 -0.226 0.059 -0.061
B 2.034 -3.008 0.417 0.139 0.130 0.305 -0.684
O 1.628 -4.126 1.151 -0.287 -0.059 -0.307 0.169
O 3.293 -2.559 0.521 -0.114 -0.033 -0.006 0.013
C 4.175 -3.053 1.523 0.421 0.267 -0.127 -0.016
B 0.054 -3.640 -0.785 0.283 0.107 -0.039 -0.592
O -0.981 -4.038 0.029 0.300 -0.433 0.155 0.168
N 0.382 -4.469 -1.934 -0.949 -0.079 -0.421 -0.093
C 0.922 -5.785 -1.568 0.385 0.271 0.409 -0.082
C -0.899 -4.696 -2.674 0.446 -0.227 0.281 -0.050
C 1.348 -1.551 -1.709 0.037 0.690 0.284 -0.366
O 0.241 -1.669 -2.659 0.310 -0.106 -0.196 0.006
C 0.421 -2.175 -3.833 0.000 0.375 0.790 -0.383
N 0.546 -2.605 -4.886 -0.028 -0.320 -0.837 0.215
P 2.995 -1.958 -2.545 1.046 -1.340 -0.594 0.290
O 4.127 -1.218 -1.731 -0.326 0.532 0.114 -0.167
O 2.954 -1.098 -3.890 -0.423 -0.325 0.149 -0.194
S 3.454 -3.799 -2.886 -0.294 0.086 0.164 0.425
O 1.421 -0.112 -1.569 -0.126 -0.470 0.446 -0.210
S 1.784 0.581 -0.164 0.694 1.358 0.704 0.682
O 1.503 1.966 -0.348 -0.399 -0.237 -0.367 -0.245
O 3.110 0.242 0.232 -0.118 -0.465 -0.178 -0.222
H -2.759 0.553 4.576 -0.009 0.006 0.177 0.076
H -2.492 2.286 4.636 -0.070 0.155 0.029 0.073
H -4.065 1.586 4.077 0.100 0.367 0.033 0.034
H -3.160 0.798 2.084 0.062 0.186 -0.531 0.077
H -2.327 2.392 2.229 -0.089 -0.049 -0.429 0.116
H -0.573 1.156 3.552 0.137 -0.133 0.099 0.117
H -1.174 -0.344 2.951 -0.050 -0.173 -0.277 0.115
H 0.161 1.828 1.438 -0.017 0.061 -0.023 0.113
H 2.395 -1.120 2.005 -0.022 -0.047 -0.174 0.107
H 0.953 -1.254 2.949 -0.258 0.128 0.024 0.115
H -0.291 -2.019 1.296 -0.131 0.057 0.117 0.134
H -1.558 -1.818 -1.081 0.319 -0.130 -0.047 0.044
H -2.704 -2.603 0.604 0.245 -0.126 0.177 0.103
H -2.467 -1.287 1.713 0.003 0.245 0.050 0.090
H -4.136 -1.241 -0.859 -0.020 0.045 -0.091 0.061
H -4.788 -1.606 0.719 -0.058 0.072 0.150 0.078
H -4.175 0.022 0.365 -0.043 0.099 0.002 0.036
H 2.048 -4.939 0.846 0.117 -0.035 0.333 0.125
H 4.491 -4.075 1.326 -0.134 -0.147 0.006 0.101
H 5.060 -2.421 1.505 0.023 0.047 -0.100 0.106
H 3.729 -2.963 2.511 -0.134 -0.200 0.051 0.099
H -0.740 -4.030 0.961 -0.226 0.255 0.027 0.120
H 0.625 -6.093 -0.557 -0.246 -0.107 -0.003 0.090
H 0.565 -6.550 -2.251 0.081 -0.033 -0.172 0.082
H 2.013 -5.756 -1.583 0.074 -0.064 -0.172 0.036
H -1.504 -3.791 -2.699 -0.021 0.109 -0.158 0.087
H -1.481 -5.479 -2.187 -0.191 0.017 0.013 0.095
H -0.659 -5.018 -3.683 -0.059 0.096 -0.152 0.089
H 4.943 -1.359 -2.236 0.101 0.050 0.167 0.102
H 2.862 -1.741 -4.615 -0.170 0.258 -0.190 0.068
C -7.621 2.500 7.243 0.349 0.031 0.000 -0.082
N -6.777 2.386 6.069 -0.165 0.062 -0.048 0.023
C -7.052 1.783 4.887 0.064 0.008 -0.032 -0.540
C -8.408 1.134 4.734 0.029 -0.017 -0.051 -0.010
O -6.225 1.770 3.988 -0.186 -0.024 -0.044 0.020
H -7.794 3.555 7.475 -0.136 -0.033 0.014 0.081
H -7.123 2.027 8.090 -0.094 -0.021 0.041 0.062
H -8.580 2.021 7.081 -0.024 0.012 -0.048 0.073
H -5.856 2.792 6.108 0.047 -0.085 0.063 0.138
H -8.469 0.701 3.741 0.052 0.014 -0.026 0.081
H -8.545 0.344 5.473 -0.064 0.038 0.036 0.085
H -9.205 1.871 4.846 -0.035 -0.039 0.065 0.083
C -4.650 5.096 10.242 -0.233 -0.060 -0.219 -0.073
N -5.035 3.872 9.562 0.098 -0.014 0.059 0.012
C -4.492 2.631 9.690 0.057 -0.084 0.018 -0.544
C -3.343 2.476 10.658 -0.008 -0.052 -0.017 -0.009
O -4.921 1.687 9.046 -0.028 0.105 -0.011 0.029
H -5.491 5.486 10.817 0.058 0.033 0.071 0.084
H -4.351 5.852 9.515 0.068 0.035 0.059 0.084
H -3.821 4.914 10.916 0.017 -0.015 0.010 0.071
H -5.798 3.915 8.907 -0.029 0.025 0.005 0.114
H -3.025 1.439 10.644 -0.036 -0.027 -0.041 0.083
H -2.502 3.106 10.365 0.001 0.040 0.070 0.085
H -3.650 2.738 11.670 0.057 0.060 0.007 0.085
C 2.518 -8.023 -6.278 -0.259 0.178 -0.052 -0.074
N 1.212 -8.022 -5.646 0.110 -0.102 0.023 0.010
C 0.791 -8.746 -4.577 -0.085 0.097 -0.006 -0.563
C 1.785 -9.688 -3.937 -0.046 -0.009 0.030 -0.013
O -0.348 -8.625 -4.155 0.032 -0.014 0.085 0.020
H 2.955 -7.024 -6.238 0.084 -0.033 0.012 0.084
H 2.429 -8.318 -7.325 0.085 -0.045 0.002 0.083
H 3.185 -8.716 -5.777 0.004 -0.018 0.018 0.070
H 0.502 -7.414 -6.023 0.007 0.034 -0.002 0.140
H 1.296 -10.182 -3.104 -0.058 0.020 -0.001 0.081
H 2.117 -10.444 -4.649 0.087 0.024 0.006 0.083
H 2.652 -9.141 -3.564 0.054 -0.040 -0.056 0.082
C 3.830 4.497 -5.726 0.176 -0.023 -0.358 -0.074
N 4.435 3.448 -6.532 -0.056 -0.033 0.156 0.006
C 4.424 2.107 -6.319 0.033 -0.026 -0.036 -0.553
C 3.701 1.604 -5.092 0.112 0.085 -0.161 -0.010
O 4.982 1.348 -7.096 -0.001 -0.012 0.026 0.022
H 3.110 5.059 -6.319 -0.051 0.071 0.118 0.074
H 4.601 5.189 -5.382 -0.073 0.044 0.095 0.077
H 3.325 4.077 -4.863 -0.001 -0.032 0.011 0.074
H 4.933 3.717 -7.365 -0.015 0.012 -0.023 0.135
H 3.781 0.526 -5.060 0.075 0.125 -0.104 0.047
H 4.150 2.014 -4.186 -0.117 0.040 0.044 0.090
H 2.646 1.876 -5.128 0.002 0.037 0.118 0.093
C 5.962 9.596 -5.571 -0.129 -0.171 0.246 -0.078
N 4.785 8.755 -5.460 0.057 0.041 -0.100 0.006
C 3.860 8.468 -6.415 -0.031 -0.009 0.019 -0.553
C 4.053 9.089 -7.779 -0.046 -0.035 0.001 -0.011
O 2.917 7.737 -6.165 -0.002 -0.027 -0.034 0.027
H 6.861 9.015 -5.357 0.054 0.052 -0.064 0.083
H 5.907 10.418 -4.856 0.047 0.062 -0.061 0.083
H 6.045 10.009 -6.570 -0.008 0.003 -0.023 0.070
H 4.598 8.312 -4.574 -0.003 0.009 0.020 0.138
H 3.239 8.765 -8.418 -0.035 -0.035 0.034 0.082
H 4.039 10.178 -7.715 0.076 0.008 -0.032 0.084
H 4.998 8.770 -8.220 0.028 0.078 -0.006 0.084

# 2
135
Properties=species:S:1:pos:R:3:forces:R:3:lowdin_charge:R:1 method="wB97M-V/def2-TZVPD" homo_lumo_gap_ev=8.047
N -2.633 -2.791 -3.178 0.984 0.654 -0.629 -0.339
P -2.157 -2.577 -4.697 -0.242 -1.753 2.649 0.566
Si -3.463 -1.108 -5.729 0.844 1.915 -2.128 0.410
O -2.825 0.500 -5.843 -0.246 -1.797 2.720 -0.386
Si -2.187 1.120 -4.363 0.626 1.951 0.455 0.473
F -2.976 0.579 -2.943 1.095 0.506 -2.568 -0.170
C -0.262 0.938 -4.205 0.653 -0.074 0.563 -0.241
C 0.189 -0.186 -3.139 0.796 -0.222 -0.390 -0.389
C 1.220 0.325 -2.022 -1.697 0.168 -0.058 -0.533
Br 1.982 -1.349 -1.194 -0.412 1.653 -0.645 0.525
C -2.484 3.035 -4.427 -0.975 0.307 -0.397 -0.283
C -3.442 3.563 -3.255 -0.179 0.489 -0.820 -0.514
S -2.450 4.218 -1.796 -0.671 -2.236 1.242 0.809
C -2.512 2.819 -0.592 1.733 -2.134 1.127 -0.522
N -1.417 2.106 -0.048 -3.229 2.450 -2.197 0.017
N -1.859 1.126 0.790 -8.491 3.529 -2.848 -0.310
C -3.280 1.276 0.761 2.409 0.137 -0.589 -0.048
O -3.744 2.317 -0.100 3.942 -1.693 1.332 -0.022
P -5.513 -1.238 -4.903 -4.182 -3.948 1.610 0.490
O -5.912 -2.733 -5.032 1.589 3.629 0.020 -0.385
O -5.649 -0.852 -3.257 -0.220 1.346 -3.001 -0.208
O -6.676 -0.363 -5.792 1.313 -0.926 1.516 -0.248
H -1.843 -2.561 -2.557 -0.538 -0.149 -0.101 -0.082
H -2.334 -3.846 -5.390 0.300 0.989 -0.356 -0.004
H -0.795 -2.177 -4.857 -0.566 -0.181 -0.489 -0.091
H -3.577 -1.593 -7.127 -0.234 0.167 0.093 -0.020
H 0.238 0.805 -5.240 -0.909 0.222 1.676 0.011
H 0.141 1.944 -3.804 -0.908 -1.327 -0.672 0.093
H 0.728 -1.037 -3.709 -1.214 1.244 1.202 0.000
H -0.737 -0.555 -2.592 1.315 0.135 -0.651 0.076
H 0.582 0.827 -1.205 1.419 -0.555 -1.159 0.051
H 2.029 1.012 -2.434 -0.949 -1.140 0.665 0.079
H -1.499 3.616 -4.426 -1.284 -0.901 0.145 0.047
H -2.998 3.309 -5.428 0.739 -0.537 1.465 0.051
H -4.010 4.470 -3.663 0.786 -1.166 0.826 0.062
H -4.223 2.809 -2.918 1.160 0.931 -0.293 0.072
H -4.071 0.676 1.303 1.315 0.854 -0.783 0.134
H -5.917 0.102 -3.209 0.358 -0.950 0.257 0.073
H -7.469 -0.958 -5.775 0.861 0.490 -0.053 0.084
Br -0.503 0.207 2.274 2.188 -1.732 1.556 0.787
C 0.784 -0.841 3.310 -0.336 0.338 0.366 -0.673
C 1.741 0.052 4.065 0.188 -0.440 0.014 -0.744
Br 3.102 0.795 2.884 -0.053 0.101 0.132 0.586
H 1.283 -1.512 2.610 0.032 0.120 0.096 0.038
H 0.180 -1.429 4.004 0.185 -0.010 0.053 0.039
H 2.296 -0.521 4.810 -0.021 0.089 -0.044 0.034
H 1.252 0.894 4.552 -0.001 -0.153 -0.167 -0.005
Br 4.171 4.842 4.339 -0.014 -0.112 0.027 0.598
C 5.694 3.668 4.658 -0.004 0.180 0.158 -0.684
C 6.677 3.722 3.514 0.098 -0.234 -0.095 -0.676
Br 6.039 2.695 1.986 0.071 0.174 -0.066 0.575
H 5.293 2.670 4.835 0.040 0.112 -0.127 0.038
H 6.152 4.040 5.576 0.008 -0.033 -0.115 0.059
H 7.622 3.254 3.796 -0.110 0.037 0.025 0.059
H 6.871 4.734 3.158 -0.092 -0.119 0.098 0.051
Br -0.414 -4.736 -1.147 0.122 -0.064 -0.296 0.664
C 0.855 -5.765 -0.078 -0.325 0.305 0.124 -0.740
C 1.779 -4.859 0.697 0.229 -0.166 0.038 -0.653
Br 3.157 -4.108 -0.457 0.157 -0.469 0.183 0.561
H 1.377 -6.431 -0.762 -0.025 0.158 0.152 -0.027
H 0.239 -6.358 0.601 0.148 0.225 -0.082 -0.030
H 2.321 -5.424 1.458 -0.097 -0.018 -0.089 0.063
H 1.268 -4.021 1.171 -0.018 -0.101 -0.127 0.049
Br 2.455 1.642 7.015 0.033 0.089 0.205 0.665
C 1.598 2.953 8.174 -0.069 -0.099 -0.201 -0.667
C 2.413 4.219 8.261 -0.067 0.125 0.191 -0.680
Br 3.952 3.991 9.437 0.039 0.006 -0.096 0.601
H 1.444 2.471 9.140 0.093 0.097 -0.083 0.033
H 0.630 3.151 7.712 0.116 0.056 0.035 0.063
H 1.828 5.023 8.712 0.017 -0.121 -0.026 0.060
H 2.797 4.552 7.297 -0.048 -0.139 0.092 0.021
Br -2.259 -2.827 2.373 0.176 -0.189 -0.154 0.607
C -2.474 -4.667 1.766 -0.290 0.203 0.173 -0.694
C -2.718 -5.602 2.924 0.017 -0.230 -0.092 -0.680
Br -1.064 -5.977 3.887 -0.019 0.036 0.010 0.599
H -1.586 -4.916 1.190 -0.195 0.014 0.147 -0.043
H -3.339 -4.646 1.101 0.086 -0.076 0.049 0.068
H -3.066 -6.573 2.567 0.043 0.105 -0.008 0.059
H -3.429 -5.212 3.652 0.129 0.018 -0.111 0.042
Br 1.637 6.097 -1.567 -0.045 0.013 -0.138 0.616
C 1.071 7.593 -2.682 0.193 -0.066 0.284 -0.697
C -0.421 7.801 -2.600 -0.112 0.137 -0.187 -0.663
Br -1.377 6.476 -3.661 0.104 0.386 -0.321 0.657
H 1.422 7.387 -3.692 -0.152 0.039 0.112 0.051
H 1.602 8.459 -2.286 -0.128 -0.039 -0.044 0.058
H -0.699 8.764 -3.029 0.063 -0.095 0.025 0.058
H -0.810 7.736 -1.584 0.137 -0.055 -0.115 0.057
Br 1.266 -1.303 -6.160 0.472 -0.182 -0.499 0.770
C 1.912 -2.807 -7.218 -0.137 0.168 -0.222 -0.651
C 1.150 -4.068 -6.894 0.225 -0.303 0.103 -0.694
Br 1.737 -4.834 -5.201 -0.169 0.127 0.001 0.619
H 2.983 -2.890 -7.032 -0.178 -0.068 0.045 0.055
H 1.749 -2.515 -8.257 -0.011 -0.067 0.094 0.059
H 1.348 -4.839 -7.640 -0.007 0.142 0.016 0.058
H 0.074 -3.913 -6.816 0.155 0.060 -0.054 0.031
Br 0.985 1.890 12.927 0.001 -0.104 -0.008 0.592
C 2.506 0.714 13.249 -0.007 0.237 0.146 -0.695
C 3.477 0.746 12.095 0.119 -0.258 -0.097 -0.693
Br 2.820 -0.300 10.589 0.008 0.167 0.009 0.604
H 2.104 -0.280 13.446 0.087 0.120 -0.118 0.050
H 2.975 1.098 14.156 0.002 -0.028 -0.120 0.057
H 4.423 0.279 12.375 -0.117 0.040 0.043 0.059
H 3.670 1.752 11.722 -0.107 -0.105 0.082 0.017
Br -4.235 3.994 -8.189 -0.005 -0.084 0.080 0.620
C -5.681 2.700 -8.005 0.093 0.074 -0.253 -0.686
C -6.919 3.342 -7.429 -0.129 -0.212 0.141 -0.684
Br -6.739 3.613 -5.510 0.026 0.088 0.007 0.611
H -5.298 1.880 -7.399 -0.128 0.135 -0.008 0.034
H -5.871 2.340 -9.018 -0.042 0.047 0.110 0.061
H -7.782 2.683 -7.545 0.136 0.009 -0.005 0.059
H -7.148 4.312 -7.868 0.134 -0.134 0.038 0.052
Br 9.280 5.366 -0.096 0.098 -0.050 0.004 0.591
C 9.905 3.885 -1.198 -0.159 0.205 -0.105 -0.698
C 9.147 2.617 -0.892 0.123 -0.254 0.037 -0.695
Br 9.761 1.810 0.771 -0.058 0.053 -0.042 0.586
H 10.978 3.795 -1.032 -0.175 -0.070 0.026 0.050
H 9.725 4.201 -2.226 -0.018 -0.081 0.093 0.056
H 9.332 1.864 -1.659 0.019 0.120 0.042 0.058
H 8.072 2.771 -0.792 0.159 0.076 0.027 0.038
Br -5.713 -2.430 3.713 -0.029 0.152 0.086 0.597
C -7.108 -1.132 4.122 -0.065 -0.332 -0.191 -0.695
C -6.793 0.215 3.522 -0.065 0.249 0.214 -0.700
Br -5.435 1.153 4.558 0.031 -0.048 -0.149 0.604
H -7.213 -1.108 5.206 0.046 0.114 -0.161 0.051
H -8.018 -1.544 3.683 0.066 0.117 0.018 0.056
H -7.670 0.864 3.550 0.053 -0.114 0.004 0.057
H -6.426 0.155 2.497 -0.077 -0.114 0.149 0.039
Br 3.662 -8.027 -1.294 0.027 -0.072 0.119 0.646
C 2.956 -9.788 -0.842 0.148 0.080 -0.277 -0.681
C 1.448 -9.778 -0.808 -0.124 -0.171 0.192 -0.666
Br 0.781 -8.949 0.826 0.029 -0.340 0.022 0.689
H 3.409 -10.079 0.105 -0.160 0.051 -0.093 0.052
H 3.318 -10.450 -1.631 -0.108 0.034 0.073 0.057
H 1.058 -10.797 -0.788 0.088 0.085 -0.010 0.057
H 1.001 -9.239 -1.643 0.150 -0.041 0.091 0.058

Number 1: E_HOMO -8.2627 eV, lowest unoccupied orbital energy 0.160 eV. Number 2: E_HOMO -8.2329 eV, lowest unoccupied orbital energy -0.185 eV.